This record from the OMol25 dataset describes C31H52O3P2SV as an isolated structure at a distorted geometry. The level of theory is the ωB97M-V functional and the def2-TZVPD basis.

Summary:
<S²>: 2.0575
Largest force on an atom (eV/A): 5.9
Lowest unoccupied orbital energy (spin up / spin down) (eV): -4.5 / -4.6
Total charge: +1
2S+1: 3
Electronic energy (eV): -94225.681
Orbital gap (spin up / spin down) (eV): 5.321 / 5.240
E_HOMO (spin up / spin down) (eV): -9.848 / -9.848

Positions of all 90 atoms, in Å:
C  0.104785  -5.352760  -0.165195
H  -3.871118  1.920960  0.659158
H  1.930832  -8.704991  2.707016
C  3.084215  1.580965  1.590077
C  0.893377  0.137560  1.572242
C  1.497255  -5.360848  -0.241811
C  -0.196855  5.396027  0.408678
H  -4.148415  -1.248548  -1.413913
H  0.949931  5.445272  -1.399512
H  -2.482288  -0.318897  2.266567
C  -2.764135  1.166909  -2.269847
C  0.159538  -7.431962  1.053210
H  -2.498902  2.221769  -2.186659
H  -0.369045  -8.245282  1.552251
H  0.416005  2.061590  -2.507016
C  -1.807998  2.261935  3.051862
C  0.073414  2.895690  -1.872316
C  2.857316  1.093506  -2.527121
H  3.304782  0.547701  -3.368319
P  1.635477  0.006691  -1.672947
C  -1.340372  4.453572  0.627298
H  -1.670485  4.391295  1.665924
H  2.203517  -2.279796  -1.102690
C  0.674074  -0.695600  -3.075516
H  2.195532  -9.496058  1.153755
H  -2.439626  2.780224  2.324993
H  3.541864  0.801416  0.974419
H  1.365671  -1.033432  -3.860642
C  1.472644  -1.227467  1.522838
H  -1.264858  3.304825  -3.485858
H  -2.506259  -1.668969  -2.006702
H  -1.212382  -1.380577  2.906272
C  2.218183  -6.384048  0.372190
H  0.978101  -1.835820  0.747308
H  1.297517  -1.749937  2.479254
C  -0.570927  -6.401082  0.477393
H  -4.850926  0.825976  -0.363956
H  3.644346  1.353012  -1.803529
H  3.469637  -1.129861  -0.538699
C  -0.845486  3.838659  -2.619526
H  -1.495616  -1.374179  1.179086
H  0.332436  4.140197  3.376126
H  -4.120089  0.229461  1.153424
H  -3.818704  1.080516  -2.557688
C  1.153850  3.613814  2.885251
C  -2.117701  3.991071  -0.373906
H  3.377651  -1.585979  -2.263698
H  -2.414428  1.454330  3.472440
H  0.209190  5.664906  1.392126
H  -2.948722  4.218253  -2.315188
H  -1.533534  2.963701  3.851444
V  0.030535  1.761732  0.418762
H  0.100638  -1.558209  -2.701643
H  2.393446  2.018254  -2.889954
O  0.123746  -2.873061  -0.796432
H  3.278201  2.548078  1.113418
H  -3.018971  3.417421  -0.147489
H  1.835018  2.842122  -0.613434
H  -1.654314  -6.397354  0.541630
C  0.706535  2.323658  2.307051
O  -1.290822  -4.328222  -2.141517
C  0.899549  3.377210  -0.841430
C  -2.000371  4.452964  -1.806577
H  -2.126576  0.696806  -3.026721
S  -0.844796  -3.980972  -0.799962
H  -2.955271  -2.050407  -0.332729
C  1.555369  -7.435280  1.024702
H  1.988598  3.457956  3.595350
C  -0.593949  1.709599  2.399000
C  -0.476144  0.363336  1.922395
P  -2.481772  0.353783  -0.661614
H  1.533657  4.260220  2.085178
C  2.310510  -8.546209  1.690785
C  2.788013  -1.387626  -1.359267
H  2.556826  -1.203740  1.378729
C  -3.971561  0.893164  0.293864
H  -1.906185  5.552311  -1.856971
O  -1.880441  -3.846447  0.223635
H  3.601460  1.590958  2.560388
H  -0.271905  4.673495  -3.058748
H  2.015186  -4.556917  -0.761635
C  0.938833  4.845226  -0.476850
H  3.377174  -8.317947  1.749327
H  -0.547035  6.348014  -0.033724
C  1.613389  1.363796  1.750579
H  3.311210  -6.363519  0.351301
H  1.893332  5.044607  0.032545
C  -3.084574  -1.318355  -1.141145
C  -1.486096  -0.722829  2.063951
H  -0.012713  0.056671  -3.485096

Forces on the atoms, in the same order (eV/Å):
C 0.099 -0.397 0.089
H -0.149 -0.290 0.014
H 0.130 -0.001 -0.145
C 0.125 0.097 -0.205
C -0.065 -0.146 2.037
C -0.245 -0.106 0.170
C 0.017 0.472 0.359
H 0.321 0.145 0.063
H 0.136 -0.361 0.089
H 0.231 -0.213 -0.112
C -0.105 0.384 0.031
C -0.092 0.097 -0.073
H -0.243 -0.361 -0.197
H 0.138 0.167 -0.092
H -0.539 0.024 0.992
C -0.474 0.228 -0.054
C 2.543 1.804 0.165
C -0.161 0.259 0.130
H -0.114 0.176 0.213
P 0.119 -0.327 -0.161
C -0.590 0.439 -0.212
H 0.130 -0.454 -0.380
H 0.155 0.244 0.000
C -0.175 0.136 0.192
H 0.012 0.193 0.040
H -0.107 -0.052 0.303
H -0.076 0.107 0.086
H -0.183 0.134 0.202
C 0.044 -0.533 -0.636
H 0.193 0.135 0.327
H -0.133 -0.047 0.265
H -0.026 0.278 -0.175
C -0.175 -0.265 0.079
H 0.307 -0.022 0.208
H -0.104 0.396 -0.199
C 0.421 0.191 -0.160
H 0.234 0.017 0.230
H -0.142 -0.024 -0.261
H -0.095 -0.150 -0.264
C -0.310 -0.434 -0.357
H -0.092 0.046 0.307
H 0.182 -0.044 0.051
H -0.024 0.153 -0.253
H 0.224 -0.039 -0.088
C 0.323 0.572 -0.233
C -0.178 0.439 0.475
H -0.193 0.141 0.138
H 0.183 0.177 0.071
H -0.144 0.010 -0.341
H 0.330 0.137 0.206
H -0.162 -0.191 -0.227
V -2.206 -0.576 -5.468
H 0.180 0.235 -0.045
H 0.311 -0.189 -0.031
O -0.080 0.799 -0.095
H 0.108 -0.091 0.084
H 0.373 0.158 0.102
H -0.393 -0.219 -0.161
H 0.153 0.096 -0.045
C 0.123 -0.769 0.969
O -0.088 0.433 0.533
C -0.235 0.155 -2.481
C -0.398 0.236 -0.059
H -0.171 0.075 0.106
S 0.224 -1.320 0.193
H -0.041 0.097 -0.304
C 0.080 0.417 -0.283
H -0.523 0.033 -0.237
C 0.889 -0.723 1.026
C 0.868 -0.314 1.581
P -0.288 0.237 -0.328
H 0.087 0.018 0.338
C 0.102 -0.182 0.171
C -0.101 -0.104 0.383
H -0.276 -0.049 -0.086
C 0.110 0.173 -0.021
H -0.051 -0.387 0.319
O -0.101 0.535 -0.406
H -0.212 -0.048 -0.189
H 0.240 -0.434 0.305
H -0.131 -0.149 0.149
C 0.206 0.187 0.133
H -0.093 -0.062 0.019
H -0.044 -0.430 0.179
C -0.232 -0.276 1.051
H -0.327 -0.065 -0.023
H -0.228 -0.073 -0.249
C 0.531 -0.131 0.255
C -0.018 -0.438 -0.052
H 0.155 -0.197 -0.034